#i
Here is a 2-piece molecular cluster, C4H11N2 overall from OMol25. Energies are from wB97M-V/def2-TZVPD.

XYZ file:
```
17
Properties=species:S:1:pos:R:3:nbo_charge:R:1
C 1.2666 -0.7179 1.6251 -0.25
C 0.3151 -0.4374 0.7252 0.07
N -0.3704 -1.3035 -0.0383 -0.76
N 1.9021 0.4121 2.3352 -0.66
H 1.6124 -1.6859 1.9415 0.23
H 0.0837 0.6021 0.4983 0.21
H -1.2013 -0.9702 -0.4971 0.43
H -0.1163 -2.2750 -0.0696 0.41
H 2.8865 0.5469 2.0839 0.44
H 1.8818 0.3014 3.3523 0.44
H 1.4146 1.2845 2.1206 0.44
C -1.0182 1.0126 -2.3273 -0.40
C -2.1920 0.4005 -2.3119 -0.39
H -0.0913 0.4693 -2.2006 0.19
H -0.9474 2.0681 -2.5435 0.21
H -2.3214 -0.6749 -2.2468 0.19
H -3.1046 0.9674 -2.4470 0.21
```

## Properties
Charge: +1
Frontier orbital gap (eV): 9.5667
Multiplicity: 1


#ii
Here is an isolated ion of composition C4H11N2 and charge +1 from OMol25. Energies are from wB97M-V/def2-TZVPD.

XYZ file:
```
17
Properties=species:S:1:pos:R:3:nbo_charge:R:1
C -0.1215 1.8391 -1.4345 -0.22
C -0.3423 1.7070 0.0324 -0.21
C -0.1337 -1.6872 1.5846 -0.41
C 0.0019 -0.7108 -0.6589 -0.04
N 0.5862 -1.3829 0.4143 -0.65
N 0.5144 0.7505 -0.6617 -0.39
H -0.8830 1.4569 -2.1199 0.25
H 0.5984 2.6170 -1.6844 0.26
H 0.1673 2.3853 0.7812 0.26
H -1.1605 1.2659 0.4238 0.22
H -0.5293 -0.7150 1.8418 0.18
H -0.8655 -2.4482 1.5815 0.20
H 0.4939 -2.1506 2.3380 0.23
H -1.1415 -0.4020 -0.4312 0.19
H -0.0034 -1.0129 -1.7709 0.24
H 1.2748 -2.1110 0.2921 0.41
H 1.5437 0.5989 -0.5283 0.46
```

## Properties
Charge: +1
Frontier orbital gap (eV): 10.8738
Multiplicity: 1


Stability check: which of them is least stable? #ii.


#i
Here is an isolated ion of composition C4H11N2 and charge +1 from OMol25. Energies are from wB97M-V/def2-TZVPD.

XYZ file:
```
17
Properties=species:S:1:pos:R:3:nbo_charge:R:1
C -1.9588 1.4043 0.0697 -0.63
C -1.5031 0.0457 0.6055 -0.42
C 0.0048 -0.1130 0.6205 -0.24
N 2.5368 -1.2889 -0.1843 -0.72
C 1.7709 -0.6226 -1.0138 0.40
N 0.5843 -0.1801 -0.7257 -0.50
H -2.9949 1.6177 0.3357 0.25
H -1.3422 2.2274 0.4367 0.22
H -1.9603 1.4040 -1.0278 0.20
H -1.9921 -0.7606 0.0671 0.22
H -1.8075 -0.0678 1.6427 0.24
H 0.2321 -1.0371 1.1603 0.21
H 0.5122 0.6641 1.1960 0.22
H 3.4522 -1.6217 -0.4538 0.44
H 2.1803 -1.5867 0.7105 0.42
H 2.1544 -0.4734 -2.0122 0.23
H 0.1309 0.3889 -1.4271 0.44
```

## Properties
Charge: +1
Frontier orbital gap (eV): 11.9994
Multiplicity: 1


#ii
Here is a 2-piece molecular cluster, C4H11N2 overall from OMol25. Energies are from wB97M-V/def2-TZVPD.

XYZ file:
```
17
Properties=species:S:1:pos:R:3:nbo_charge:R:1
C 1.9590 0.0371 1.6126 -0.65
C 0.5622 0.1261 1.0334 -0.23
C 1.1274 -0.6852 -1.1608 0.06
N 0.5377 0.1978 -0.4652 -0.46
H 1.9478 0.1870 2.6911 0.25
H 2.3854 -0.9627 1.4963 0.22
H 2.6479 0.7460 1.1621 0.23
H 0.0797 1.0506 1.3534 0.21
H -0.0840 -0.7069 1.3038 0.21
H 2.1162 -1.0777 -0.9304 0.20
H 0.6307 -1.0299 -2.0684 0.18
C -2.8015 0.0544 -0.7386 0.12
N -1.8797 0.7430 -1.2653 -0.61
H -3.8535 0.2828 -0.8724 0.22
H -2.5388 -0.7724 -0.0838 0.20
H -0.7513 0.5559 -0.9473 0.43
H -2.0849 1.2541 -2.1205 0.42
```

## Properties
Charge: +1
Frontier orbital gap (eV): 9.8657
Multiplicity: 1


#iii
Here is an isolated ion of composition C4H11N2 and charge +1 from OMol25. Energies are from wB97M-V/def2-TZVPD.

XYZ file:
```
17
Properties=species:S:1:pos:R:3:nbo_charge:R:1
C 2.3563 -0.0803 0.1294 -0.64
C 1.3606 0.7873 -0.5460 -0.42
C -0.0265 0.6625 0.1320 -0.26
N -2.8803 -0.3816 0.5495 -0.71
C -1.8952 -1.0077 -0.0240 0.40
N -0.6355 -0.6312 -0.1416 -0.51
H 2.9895 0.5679 0.7040 0.24
H 1.9318 -0.8005 0.7788 0.20
H 2.9471 -0.7048 -0.4590 0.24
H 1.2318 0.7741 -1.6410 0.23
H 1.6467 1.8592 -0.4447 0.24
H -0.6574 1.4131 -0.4383 0.22
H 0.1366 0.9801 1.1416 0.23
H -3.8081 -0.6753 0.3892 0.44
H -2.7266 0.5185 0.9601 0.43
H -2.0221 -2.0108 -0.5299 0.24
H 0.0512 -1.2704 -0.5600 0.44
```

## Properties
Charge: +1
Frontier orbital gap (eV): 11.9986
Multiplicity: 1


Stability check: which of them is least stable? #ii.


#i
Here is a 2-piece molecular cluster, C4H11N2 overall from OMol25. Energies are from wB97M-V/def2-TZVPD.

XYZ file:
```
17
Properties=species:S:1:pos:R:3:nbo_charge:R:1
C 0.0918 -0.1852 -0.3954 -0.63
C -1.2816 0.0697 -0.9403 -0.32
C -2.2223 0.7192 -0.2588 0.03
N -3.4927 1.0311 -0.7579 -0.79
H 0.1838 0.3354 0.5628 0.18
H 0.2688 -1.2573 -0.2563 0.20
H 0.8578 0.2004 -1.0739 0.20
H -1.5181 -0.2733 -1.9400 0.21
H -2.0515 1.1326 0.7291 0.18
H -4.2019 0.9998 -0.0358 0.38
H -3.7505 0.4260 -1.5264 0.37
C 2.4549 -0.1824 1.3351 0.17
N 3.2757 -0.8738 0.6530 -0.58
H 2.4171 0.8923 1.2177 0.25
H 1.8160 -0.6812 2.0536 0.24
H 3.2864 -1.8896 0.6982 0.45
H 3.8663 -0.4638 -0.0647 0.45
```

## Properties
Charge: +1
Frontier orbital gap (eV): 5.3876
Multiplicity: 1


#ii
Here is an isolated ion of composition C4H11N2 and charge +1 from OMol25. Energies are from wB97M-V/def2-TZVPD.

XYZ file:
```
17
Properties=species:S:1:pos:R:3:nbo_charge:R:1
C 0.4757 0.2795 -0.2604 0.01
C -0.7500 0.4724 -1.0405 -0.15
C 2.9684 -0.4993 0.1253 -0.44
C -2.3252 0.1624 0.8380 -0.38
N 2.1134 0.6128 0.3521 -0.51
N -1.9642 -0.2826 -0.5750 -0.52
H 2.4340 1.4655 -0.1335 0.38
H 0.2345 -0.4759 0.5180 0.15
H -0.8324 1.0802 -1.8582 0.23
H 2.6031 -1.3676 0.9340 0.20
H 3.0654 -0.8134 -0.9251 0.21
H 3.9378 -0.0806 0.5032 0.24
H -3.1836 -0.4340 0.9787 0.22
H -1.4805 0.0329 1.4441 0.24
H -2.6207 1.2466 0.7892 0.24
H -2.7901 -0.1077 -1.1560 0.45
H -1.8854 -1.2912 -0.5338 0.44
```

## Properties
Charge: +1
Frontier orbital gap (eV): 9.9020
Multiplicity: 1


Stability check: which of them is least stable? #ii.


#i
Here is a 2-piece molecular cluster, C4H11N2 overall from OMol25. Energies are from wB97M-V/def2-TZVPD.

XYZ file:
```
17
Properties=species:S:1:pos:R:3:nbo_charge:R:1
C -0.4523 1.6476 0.6315 -0.07
C 0.7964 2.0429 0.9056 -0.44
C -0.9155 1.3080 -1.6235 0.06
N -0.8930 0.8747 -0.4042 -0.50
H -1.2800 1.9672 1.2757 0.23
H 1.6927 1.6374 0.2730 0.19
H 1.0174 2.7907 1.6718 0.25
H -0.8058 0.6090 -2.4498 0.19
H -0.9519 2.3670 -1.8190 0.19
C -0.1485 -2.5785 0.2082 -0.42
N 0.6264 -1.2938 0.1641 -0.72
H -0.4277 -2.7906 -0.8123 0.23
H 0.4271 -3.3556 0.7087 0.24
H -1.0725 -2.3339 0.7856 0.23
H 0.0002 -0.4936 -0.2091 0.46
H 1.4988 -1.3741 -0.4328 0.43
H 0.8882 -1.0242 1.1266 0.44
```

## Properties
Charge: +1
Frontier orbital gap (eV): 9.8354
Multiplicity: 1


#ii
Here is a 2-piece molecular cluster, C4H11N2 overall from OMol25. Energies are from wB97M-V/def2-TZVPD.

XYZ file:
```
17
Properties=species:S:1:pos:R:3:nbo_charge:R:1
C 0.3525 1.7184 -0.7056 -0.26
C 0.9951 1.5932 0.6619 -0.24
C 1.3508 -0.5873 -0.6569 -0.43
C -1.6757 -0.8952 0.2457 0.17
N -1.7968 -1.8829 1.0144 -0.63
N 0.5162 0.4209 -0.0963 -0.44
H -0.5876 2.2330 -0.9908 0.22
H 1.0846 1.9673 -1.4986 0.20
H 2.0358 1.8390 0.5477 0.22
H 0.3698 1.9314 1.6036 0.23
H 2.3816 -0.4596 -0.6204 0.22
H 1.1279 -1.6132 -0.3504 0.19
H 1.1725 -0.5816 -1.7220 0.21
H -2.3639 -0.0183 0.5838 0.24
H -1.2697 -0.9356 -0.6811 0.23
H -1.2748 -2.8465 0.8394 0.45
H -2.4183 -1.8831 1.8258 0.44
```

## Properties
Charge: +1
Frontier orbital gap (eV): 8.8323
Multiplicity: 1


#iii
Here is a 2-piece molecular cluster, C4H11N2 overall from OMol25. Energies are from wB97M-V/def2-TZVPD.

XYZ file:
```
17
Properties=species:S:1:pos:R:3:nbo_charge:R:1
C -3.0470 -0.4352 -0.8572 -0.64
C -1.9917 0.4538 -0.2368 0.03
C 0.2235 1.1999 0.6829 0.26
C -0.6849 0.3143 0.0056 -0.37
N 1.5165 1.0053 0.7592 -0.66
N 2.9566 -1.1081 0.0255 -1.05
H -3.6333 -0.7232 0.1063 0.26
H -2.6311 -1.2751 -1.4208 0.23
H -2.6137 1.0467 0.4578 0.21
H -3.6945 0.1928 -1.3974 0.25
H -0.0803 2.1830 1.0787 0.22
H -0.0223 -0.3857 -0.4558 0.21
H 2.1215 1.6661 1.1904 0.42
H 1.9533 -0.0039 0.5028 0.43
H 3.2202 -0.9352 -0.9814 0.40
H 2.5613 -2.0034 0.0633 0.39
H 3.8460 -1.1923 0.4769 0.40
```

## Properties
Charge: +1
Frontier orbital gap (eV): 9.7566
Multiplicity: 1


Stability check: which of them is least stable? #ii.


#i
Here is the molecule C9H13NO from OMol25. Energies are from wB97M-V/def2-TZVPD.

XYZ file:
```
24
Properties=species:S:1:pos:R:3:nbo_charge:R:1
C -1.3763 0.6427 0.9596 -0.23
C -1.1733 -0.7364 1.0240 -0.24
C 0.2530 -1.2586 -0.9056 -0.23
C -0.7870 1.6141 0.1728 -0.17
C 0.6330 0.0188 -1.2146 -0.13
C -0.6069 -1.6507 0.2292 0.00
C 0.4008 1.3007 -0.7313 0.11
C -0.7446 -3.1249 0.5773 -0.62
C 0.5552 2.5791 -1.5630 -0.61
N 1.8078 0.5626 1.3467 -0.49
O 1.7176 1.5146 0.4234 -0.43
H -2.1675 0.8917 1.7405 0.22
H -1.8364 -1.2370 1.7693 0.20
H 0.6552 -1.9451 -1.6098 0.22
H -1.0443 2.6506 0.4367 0.22
H 1.3451 0.1945 -2.0848 0.20
H -1.2468 -3.6882 -0.1425 0.22
H -1.4058 -3.2476 1.3122 0.21
H 0.2337 -3.6041 0.7490 0.22
H 1.4001 2.4170 -2.1633 0.21
H 0.6234 3.4970 -0.9585 0.23
H -0.3053 2.5925 -2.1534 0.21
H 2.2071 -0.3575 0.9765 0.32
H 0.8621 0.3742 1.8099 0.33
```

## Properties
Frontier orbital gap (alpha / beta) (eV): 7.5533 / 7.5529
Multiplicity: 1


#ii
Here is a 2-piece molecular cluster, C9H13NO overall from OMol25. Energies are from wB97M-V/def2-TZVPD.

XYZ file:
```
24
Properties=species:S:1:pos:R:3:nbo_charge:R:1
C -2.8532 0.8335 0.0712 -0.23
C -2.0204 0.6575 1.0882 -0.22
C -1.1559 -0.4761 1.2855 -0.19
C -1.0480 -1.3123 0.2142 -0.28
C -1.9259 -1.1626 -0.8145 -0.22
C -2.8154 -0.1552 -0.9284 -0.20
C 0.4212 1.1691 -0.4324 -0.76
C 1.9436 0.7058 -0.2590 0.69
C 3.3815 -1.2319 0.0984 -0.41
H -3.4766 1.6695 -0.3111 0.23
H -2.1115 1.3290 1.9504 0.22
H -0.6336 -0.5379 2.3269 0.24
H -0.5069 -2.1825 0.2988 0.22
H -2.0171 -2.0956 -1.5522 0.22
H -3.6742 -0.0673 -1.6966 0.22
H -0.4751 0.5456 -0.2840 0.24
H 0.1541 1.3318 -1.4044 0.22
H 0.2668 2.1368 0.1702 0.22
H 1.2788 -1.0548 -0.0094 0.39
H 3.8924 -0.3321 0.1494 0.24
H 3.3984 -1.6535 1.1724 0.17
H 3.6578 -1.9701 -0.5288 0.20
N 2.1403 -0.6096 -0.1079 -0.61
O 2.7125 1.6227 -0.1831 -0.62
```

## Properties
Frontier orbital gap (eV): 10.0352
Multiplicity: 1


#iii
Here is a 2-piece molecular cluster, C9H13NO overall from OMol25. Energies are from wB97M-V/def2-TZVPD.

XYZ file:
```
24
Properties=species:S:1:pos:R:3:nbo_charge:R:1
C 2.1769 0.0597 0.2859 -0.22
C 2.0700 -1.3155 0.1226 -0.21
C 1.6810 -1.7045 -1.2073 -0.20
C 1.4837 -0.6917 -2.1964 -0.24
C 1.6506 0.6632 -1.9551 -0.20
C 2.0600 1.0907 -0.6647 -0.25
C -1.0495 1.6715 1.9047 -0.71
C -2.1243 0.7167 1.2675 0.69
C -2.1449 -1.0924 -0.2465 -0.43
H 2.3291 0.2784 1.3652 0.21
H 2.2637 -2.0292 0.8307 0.22
H 1.6198 -2.7888 -1.4194 0.22
H 1.2653 -0.9428 -3.2434 0.22
H 1.6646 1.3355 -2.8653 0.22
H 2.4238 2.0451 -0.3051 0.23
H -0.2445 1.8146 1.2639 0.20
H -0.6329 1.0218 2.8124 0.23
H -1.6268 2.5449 2.3676 0.24
H -0.6504 0.2399 -0.0376 0.40
H -3.2450 -0.9161 0.0270 0.23
H -2.1054 -1.1933 -1.3540 0.20
H -1.8360 -2.1294 0.1247 0.18
N -1.5143 0.0096 0.2784 -0.62
O -3.1807 0.5333 1.8275 -0.62
```

## Properties
Frontier orbital gap (eV): 10.2108
Multiplicity: 1


Stability check: which of them is least stable? #i.


#i
Here is a 2-piece molecular cluster, C9H13NO overall from OMol25. Energies are from wB97M-V/def2-TZVPD.

XYZ file:
```
24
Properties=species:S:1:pos:R:3:nbo_charge:R:1
C -0.5478 -0.3011 1.3162 -0.75
C -0.5451 -1.7936 0.6978 0.69
C 0.5861 -3.8822 0.4287 -0.44
C 0.9659 2.7595 -0.0050 -0.20
C 1.0152 2.9224 -1.3327 -0.24
C 0.0358 2.3903 -2.2223 -0.20
C -0.9373 1.4819 -1.7815 -0.22
C -1.0022 1.3978 -0.3243 -0.21
C -0.0258 1.9448 0.5529 -0.29
H 0.1874 -0.3751 2.0651 0.19
H -1.5994 0.2030 1.6487 0.24
H -0.0028 0.3045 0.5709 0.28
H 0.6830 -2.6020 2.1929 0.41
H 0.2623 -3.4341 -0.5584 0.25
H 1.6349 -4.0420 0.4960 0.20
H -0.0082 -4.8535 0.6900 0.20
H 1.7920 3.1207 0.6767 0.21
H 1.7243 3.5317 -1.8392 0.21
H 0.1828 2.6704 -3.3021 0.21
H -1.6420 0.8898 -2.4978 0.24
H -1.5600 0.4032 0.0779 0.26
H -0.3450 1.8336 1.5489 0.23
N 0.1498 -2.7871 1.3257 -0.63
O -1.0037 -1.7829 -0.4251 -0.64
```

## Properties
Frontier orbital gap (eV): 9.1213
Multiplicity: 1


#ii
Here is a 2-piece molecular cluster, C9H13NO overall from OMol25. Energies are from wB97M-V/def2-TZVPD.

XYZ file:
```
24
Properties=species:S:1:pos:R:3:nbo_charge:R:1
C -2.3945 -1.1066 1.9743 -0.73
C -2.6219 -1.5766 0.5615 0.67
O -2.5231 -2.7471 0.2611 -0.61
N -2.9728 -0.6231 -0.3546 -0.83
H -2.8848 -1.9172 2.5292 0.25
H -2.9150 -0.1990 2.2636 0.22
H -2.9602 -0.7556 -1.3512 0.41
H -3.0133 0.3244 -0.0042 0.38
H -1.3517 -1.2301 2.2526 0.25
C 0.2477 2.0621 -1.6416 -0.64
C 2.4812 0.5406 1.0336 -0.20
C 1.6081 1.4493 0.3699 -0.23
C 2.8324 -0.6731 0.5070 -0.24
C 1.1568 1.0957 -0.8834 0.01
C 2.3488 -0.9849 -0.7740 -0.19
C 1.5302 -0.1237 -1.4578 -0.23
H 2.6786 0.8466 2.0565 0.21
H 1.2629 2.3986 0.7519 0.21
H 3.5181 -1.2786 1.0737 0.22
H 2.6993 -1.9139 -1.2106 0.21
H 0.5386 2.1861 -2.6877 0.22
H 0.3953 3.0703 -1.2610 0.22
H 1.0854 -0.4692 -2.3830 0.21
H -0.7460 1.6252 -1.6257 0.22
```

## Properties
Frontier orbital gap (eV): 9.8902
Multiplicity: 1


Stability check: which of them is least stable? #i.